# 1
Here is a 2-piece molecular cluster, C3H8O2 overall from OMol25. Energies are from wB97M-V/def2-TZVPD.

Values from the calculation:
**Frontier orbital gap (spin up / spin down)**: 6.8 / 7.6 eV
**HOMO (spin up / spin down)**: -5.970 / -10.422 eV
**LUMO energy (spin up / spin down)**: 0.803 / -2.857 eV
**⟨S²⟩**: 2.0055
**Relative energy (zero: lowest compared OMol25 entry of this formula, charge and spin)**: 0.0 kcal/mol

```
! wB97M-V def2-TZVPD RIJCOSX def2/J DEFGRID3
* xyz 0 3
C 0.92291 1.36345 -0.23979
C -0.33467 -0.77025 -1.08476
C 0.53245 -0.16259 -0.04298
O -1.17355 -0.26061 1.98132
O 0.86941 -0.76218 0.93817
H 1.05591 1.85712 0.73274
H 2.03167 1.34797 -0.58949
H 0.33166 1.89490 -0.96062
H 0.08071 -1.52239 -1.78217
H -0.93585 0.09931 -1.44692
H -1.14509 -1.34499 -0.53206
H -1.78315 -0.71923 1.25807
H -0.45240 -1.02050 1.76848
*
```

***

# 2
Here is a 2-piece molecular cluster, C3H8O2PS overall from OMol25. Energies are from wB97M-V/def2-TZVPD.

Values from the calculation:
**Frontier orbital gap**: 7.1 eV
**HOMO**: -3.315 eV
**LUMO energy**: 3.755 eV
**Relative energy (zero: lowest compared OMol25 entry of this formula, charge and spin)**: 24.7 kcal/mol

```
! wB97M-V def2-TZVPD RIJCOSX def2/J DEFGRID3
* xyz -1 1
C 2.22485 1.04630 -0.15936
C 1.56989 -1.35830 -0.29803
C 1.33740 -0.09527 -0.60427
O -1.47862 0.80011 0.58584
O -2.21763 -1.57559 0.73789
P -2.16712 -0.19516 -0.29916
S -4.34254 0.32240 -0.29248
H 3.13453 0.69097 0.28663
H 2.51739 1.75205 -0.92285
H 1.65656 1.63899 0.52032
H 2.30859 -1.53300 0.40765
H -4.18544 1.63464 0.19940
H 0.71853 -1.98285 -0.32553
H 0.57520 0.12670 -1.27347
H -1.65158 -1.27199 1.43742
*
```

***

# 3
Here is a 2-piece molecular cluster, C3H8O2S overall from OMol25. Energies are from wB97M-V/def2-TZVPD.

Values from the calculation:
**Frontier orbital gap (spin up / spin down)**: 3.4 / 6.9 eV
**HOMO (spin up / spin down)**: -0.093 / -3.666 eV
**LUMO energy (spin up / spin down)**: 3.302 / 3.211 eV
**⟨S²⟩**: 0.7535
**Relative energy (zero: lowest compared OMol25 entry of this formula, charge and spin)**: 0.0 kcal/mol

```
! wB97M-V def2-TZVPD RIJCOSX def2/J DEFGRID3
* xyz -1 2
O -1.84262 0.20775 1.64085
C -1.56577 -0.20078 0.45982
C -0.25472 -0.87355 0.10010
C 0.29047 -0.45667 -1.26283
S 2.06624 -0.91971 -1.51987
H -2.27729 -0.15216 -0.38993
H -0.35844 -1.97976 0.09088
H 0.50481 -0.64982 0.85162
H -0.25836 -0.88407 -2.10207
H 0.25036 0.63101 -1.34558
H 2.58806 -0.03662 -0.65753
H 0.29946 1.75401 0.60566
H -0.12636 1.73997 2.02912
O 0.68416 1.82039 1.49975
*
```

***

# 4
Here is a 2-piece molecular cluster, C3H8O2S overall from OMol25. Energies are from wB97M-V/def2-TZVPD.

Values from the calculation:
**Frontier orbital gap**: 10.0 eV
**HOMO**: -9.210 eV
**LUMO energy**: 0.750 eV
**SMILES**: O=CCCS.O
**Relative energy (zero: lowest compared OMol25 entry of this formula, charge and spin)**: 25.1 kcal/mol

```
! wB97M-V def2-TZVPD RIJCOSX def2/J DEFGRID3
* xyz 0 1
O 2.83580 0.85852 1.45121
C 2.16180 0.24711 2.23229
C 0.69138 -0.06310 2.05901
C 0.49748 -0.60254 0.62470
S -1.04049 -1.54306 0.41364
H 2.62686 -0.07144 3.18442
H 0.01962 0.78519 2.17394
H 0.44878 -0.85381 2.76682
H 0.50462 0.19054 -0.12090
H 1.33363 -1.23063 0.33403
H -1.74970 -0.93742 1.35858
O -2.78267 2.26485 -5.61775
H -2.96005 2.69312 -4.77070
H -3.57445 2.53748 -6.11002
*
```

***

# 5
Here is C3H8O2S as an isolated structure from OMol25. Energies are from wB97M-V/def2-TZVPD.

Values from the calculation:
**Frontier orbital gap**: 9.1 eV
**HOMO**: -9.581 eV
**LUMO energy**: -0.526 eV
**Relative energy (zero: lowest compared OMol25 entry of this formula, charge and spin)**: 56.8 kcal/mol

```
! wB97M-V def2-TZVPD RIJCOSX def2/J DEFGRID3
* xyz 0 1
O -2.07940 -0.51561 -2.41006
C -1.45366 0.23212 -1.71309
C -0.33830 -0.00581 -0.75853
C -0.86690 -0.58084 0.57047
S 0.42388 -0.74200 1.86076
H -1.70921 1.32971 -1.73421
H 0.33422 0.83411 -0.50411
H 0.38035 -0.72738 -1.16654
H -1.66818 0.02353 1.01490
H -1.19842 -1.63527 0.47646
H -0.50557 0.50525 2.62496
H 3.66448 0.50835 0.36217
H 2.30790 0.11426 1.04056
O 2.70880 0.65957 0.33625
*
```

***

# 6
Here is a 2-piece molecular cluster, C3H8O2S overall from OMol25. Energies are from wB97M-V/def2-TZVPD.

Values from the calculation:
**Frontier orbital gap**: 9.2 eV
**HOMO**: -8.657 eV
**LUMO energy**: 0.559 eV
**SMILES**: C=CO.CSO
**Relative energy (zero: lowest compared OMol25 entry of this formula, charge and spin)**: 69.9 kcal/mol

```
! wB97M-V def2-TZVPD RIJCOSX def2/J DEFGRID3
* xyz 0 1
C 2.62220 0.74227 -1.62567
C 2.16273 0.63010 -0.42741
O 2.72406 0.07392 0.61615
H 2.09867 1.34903 -2.44110
H 3.50628 0.36503 -1.98753
H 1.34499 1.07117 -0.07004
H 3.57085 -0.36676 0.39623
C -2.16068 -0.92148 1.61598
S -2.65719 0.65320 0.69963
O -2.99339 -0.12910 -0.82510
H -2.23263 -1.74250 0.89259
H -2.96191 -1.17775 2.43573
H -1.20897 -0.79776 1.91081
H -3.81503 0.25063 -1.19026
*
```

***

# 7
Here is a 2-piece molecular cluster, C3H8O2S overall from OMol25. Energies are from wB97M-V/def2-TZVPD.

Values from the calculation:
**Frontier orbital gap**: 9.2 eV
**HOMO**: -8.485 eV
**LUMO energy**: 0.743 eV
**SMILES**: O=CO.CSC
**Relative energy (zero: lowest compared OMol25 entry of this formula, charge and spin)**: 25.1 kcal/mol

```
! wB97M-V def2-TZVPD RIJCOSX def2/J DEFGRID3
* xyz 0 1
O 2.82476 -1.85865 -1.58131
C 3.00605 -1.32187 -0.54035
O 3.84231 -0.29124 -0.29783
H 2.44822 -1.62526 0.36265
H 4.75612 -0.55009 -0.11095
C -1.27045 0.53902 1.42863
S -1.21741 -0.30406 -0.09982
C -2.45801 0.67123 -0.97657
H -1.31166 1.60349 1.18796
H -2.10075 0.21964 2.06280
H -0.37925 0.42109 2.04630
H -3.38543 0.72797 -0.40893
H -2.61095 0.07816 -1.87359
H -2.14355 1.69058 -1.19899
*
```

***

# 8
Here is a 2-piece molecular cluster, C3H8O2S2 overall from OMol25. Energies are from wB97M-V/def2-TZVPD.

Values from the calculation:
**Frontier orbital gap**: 7.6 eV
**HOMO**: -8.322 eV
**LUMO energy**: -0.674 eV
**SMILES**: O=CCCSS.O
**Relative energy (zero: lowest compared OMol25 entry of this formula, charge and spin)**: 92.8 kcal/mol

```
! wB97M-V def2-TZVPD RIJCOSX def2/J DEFGRID3
* xyz 0 1
O 2.20894 0.75543 -1.69949
C 1.11846 1.27297 -1.53630
C 0.07964 0.85895 -0.54721
C 0.50627 0.45567 1.01279
S -1.15714 0.62292 1.81831
S -2.92823 0.03637 0.94459
H 1.10838 2.23282 -2.11672
H -0.32786 -0.12264 -0.74405
H -0.63029 1.58402 -0.51067
H 1.41868 0.99864 1.32658
H 0.91735 -0.53899 1.31110
H -4.06477 0.52855 1.69756
O 3.91713 -3.75995 -2.43081
H 3.61952 -3.89024 -3.33073
H 4.08995 -2.83024 -2.37273
*
```

***

# 9
Here is a 2-piece molecular cluster, C3H8O3 overall from OMol25. Energies are from wB97M-V/def2-TZVPD.

Values from the calculation:
**Frontier orbital gap**: 10.7 eV
**HOMO**: -10.169 eV
**LUMO energy**: 0.527 eV
**SMILES**: O=CO.CCO
**Relative energy (zero: lowest compared OMol25 entry of this formula, charge and spin)**: 51.0 kcal/mol

```
! wB97M-V def2-TZVPD RIJCOSX def2/J DEFGRID3
* xyz 0 1
O -0.13776 -1.38151 2.42540
C 0.50546 -2.14651 1.72369
O 0.18528 -2.75868 0.55195
H 1.57153 -2.25511 2.00503
H -0.28021 -3.61527 0.72284
C -0.40608 1.55853 0.14861
C -0.05193 0.92040 -1.18743
O -0.62073 1.57592 -2.37704
H 0.44492 2.32072 0.29117
H -0.25409 0.72587 0.96744
H -1.42949 2.09233 0.06314
H 1.01031 0.81987 -1.48257
H -0.57196 -0.04690 -1.23853
H 0.03476 2.19034 -2.61370
*
```

***

# 10
Here is a 2-piece molecular cluster, C3H8O3 overall from OMol25. Energies are from wB97M-V/def2-TZVPD.

Values from the calculation:
**Frontier orbital gap**: 10.9 eV
**HOMO**: -10.207 eV
**LUMO energy**: 0.705 eV
**SMILES**: O=CCCO.O
**Relative energy (zero: lowest compared OMol25 entry of this formula, charge and spin)**: 33.5 kcal/mol

```
! wB97M-V def2-TZVPD RIJCOSX def2/J DEFGRID3
* xyz 0 1
O -1.27484 -1.37503 0.76730
C -0.41738 -1.05157 -0.02634
C -0.14743 0.35001 -0.43533
C 0.91505 0.42425 -1.54669
O 2.04572 -0.37855 -1.17415
H 0.11417 -1.86473 -0.53299
H -1.05316 0.80534 -0.86528
H 0.01406 1.02450 0.41164
H 0.57409 -0.08843 -2.45087
H 1.21510 1.43122 -1.81842
H 2.70125 0.12560 -0.66831
O -1.31452 0.35070 2.99815
H -1.12082 -0.29021 2.28439
H -2.25129 0.53690 3.05691
*
```

***

# 11
Here is a 2-piece molecular cluster, C3H8O3S overall from OMol25. Energies are from wB97M-V/def2-TZVPD.

Values from the calculation:
**Frontier orbital gap**: 10.2 eV
**HOMO**: -9.586 eV
**LUMO energy**: 0.594 eV
**SMILES**: O=C(O)CCS.O
**Relative energy (zero: lowest compared OMol25 entry of this formula, charge and spin)**: 7.7 kcal/mol

```
! wB97M-V def2-TZVPD RIJCOSX def2/J DEFGRID3
* xyz 0 1
O -0.27131 -2.51764 -2.55929
C 0.20165 -1.79761 -1.74981
O 1.11296 -2.23685 -0.83959
C -0.08630 -0.31633 -1.57441
C -0.01554 0.22032 -0.17513
S -1.26031 1.62538 0.06463
H 1.15619 -3.20344 -1.01364
H 0.56412 0.18039 -2.29968
H -1.08817 -0.21572 -1.99262
H 0.94341 0.58574 0.16584
H -0.43185 -0.44628 0.57549
H -0.38644 2.56426 -0.20613
O 0.18293 1.66465 3.90225
H -0.14333 2.31532 4.49431
H -0.47801 1.57780 3.20777
*
```

***

# 12
Here is the molecule C3H8O4 from OMol25. Energies are from wB97M-V/def2-TZVPD.

Values from the calculation:
**Frontier orbital gap**: 11.0 eV
**HOMO**: -10.289 eV
**LUMO energy**: 0.728 eV
**SMILES**: CC(C)(O)OOO
**Relative energy (zero: lowest compared OMol25 entry of this formula, charge and spin)**: 146.7 kcal/mol

```
! wB97M-V def2-TZVPD RIJCOSX def2/J DEFGRID3
* xyz 0 1
C -0.58015 -0.69238 1.49465
C 0.37833 -0.06890 0.50558
C 0.70667 -0.90602 -0.70830
O 1.45728 0.52873 1.04501
O -0.23494 1.41318 0.02389
O -1.28417 1.49647 -0.88192
O -0.76919 1.73474 -2.18780
H -0.11260 -1.57487 1.93186
H -0.79453 0.01317 2.29476
H -1.50919 -0.96408 0.99901
H -0.20301 -1.25475 -1.19299
H 1.30478 -0.32285 -1.40451
H 1.28284 -1.77011 -0.37759
H 1.13223 1.50919 1.06652
H -0.77435 0.85846 -2.60819
*
```

***

# 13
Here is a 2-piece molecular cluster, C3H8O4 overall from OMol25. Energies are from wB97M-V/def2-TZVPD.

Values from the calculation:
**Frontier orbital gap**: 10.8 eV
**HOMO**: -10.177 eV
**LUMO energy**: 0.645 eV
**SMILES**: O=C(O)CCO.O
**Relative energy (zero: lowest compared OMol25 entry of this formula, charge and spin)**: 15.4 kcal/mol

```
! wB97M-V def2-TZVPD RIJCOSX def2/J DEFGRID3
* xyz 0 1
O 0.24804 -0.63988 -1.43166
C -0.00476 -1.34025 -0.43770
O -0.82793 -2.40844 -0.55860
C 0.26993 -0.91558 0.97849
C 0.40947 0.55547 1.31025
O -0.85058 1.15450 1.01105
H -0.92934 -2.51548 -1.47185
H -0.31504 -1.51433 1.68897
H 1.31642 -1.24403 1.08843
H 0.61532 0.67131 2.38044
H 1.27990 1.00404 0.75473
H -0.68018 1.84683 0.36061
O -0.21331 2.00425 -1.53787
H -0.41288 2.33871 -2.46763
H 0.09494 1.00289 -1.66764
*
```

***

# 14
Here is a 2-piece molecular cluster, C3H8O5PS overall from OMol25. Energies are from wB97M-V/def2-TZVPD.

Values from the calculation:
**Frontier orbital gap (spin up / spin down)**: 7.8 / 7.3 eV
**HOMO (spin up / spin down)**: -4.590 / -4.096 eV
**LUMO energy (spin up / spin down)**: 3.198 / 3.221 eV
**Relative energy (zero: lowest compared OMol25 entry of this formula, charge and spin)**: 47.1 kcal/mol

```
! wB97M-V def2-TZVPD RIJCOSX def2/J DEFGRID3
* xyz -1 1
C 1.78858 1.84487 -1.60388
C -1.15863 -2.84298 -0.29653
C 2.64244 1.69472 -0.41203
O -0.84820 -0.19829 -1.10904
O -2.86148 0.34960 0.50806
O 1.38580 -1.83522 0.33565
O -2.05676 -1.99235 0.23930
O 2.41202 0.46959 0.14653
P -2.17448 -0.49540 -0.44369
S 1.45022 -0.68021 -0.54460
H 1.49717 2.91105 -1.88094
H 2.12156 1.14759 -2.42948
H 0.77719 1.44218 -1.22689
H -1.39062 -3.85021 -0.57296
H -0.27281 -2.98490 0.41248
H -0.60351 -2.41408 -1.15623
H 2.69131 2.36646 0.45813
H -3.17200 -0.93328 -1.43559
*
```

***

# 15
Here is the molecule C3H8OS from OMol25. Energies are from wB97M-V/def2-TZVPD.

Values from the calculation:
**Frontier orbital gap**: 9.9 eV
**HOMO**: -9.095 eV
**LUMO energy**: 0.848 eV
**SMILES**: OCCCS
**Relative energy (zero: lowest compared OMol25 entry of this formula, charge and spin)**: 13.9 kcal/mol

```
! wB97M-V def2-TZVPD RIJCOSX def2/J DEFGRID3
* xyz 0 1
O 1.20515 0.20301 2.11222
C 0.92321 -0.40115 0.85149
C -0.46861 -0.03747 0.20256
C -0.33562 0.20137 -1.30460
S -1.97429 0.26598 -2.06886
H 2.06582 -0.20276 2.30152
H 1.65796 -0.22087 0.06179
H 0.86655 -1.48838 1.00251
H -1.13065 -0.80794 0.57994
H -0.72823 0.93749 0.62706
H 0.27925 -0.62037 -1.67421
H 0.16841 1.12620 -1.55416
H -2.52893 1.04488 -1.13727
*
```

***

# 16
Here is a 2-piece molecular cluster, C3H8OS overall from OMol25. Energies are from wB97M-V/def2-TZVPD.

Values from the calculation:
**Frontier orbital gap**: 9.6 eV
**HOMO**: -8.841 eV
**LUMO energy**: 0.805 eV
**SMILES**: C=O.CCS
**Relative energy (zero: lowest compared OMol25 entry of this formula, charge and spin)**: 46.8 kcal/mol

```
! wB97M-V def2-TZVPD RIJCOSX def2/J DEFGRID3
* xyz 0 1
C -0.10682 5.21778 0.85224
O 0.84942 5.37459 0.14947
H -0.90964 5.87676 1.18434
H -0.08318 4.14809 1.28383
C -0.86103 -2.94127 -1.68692
C 0.21692 -2.08797 -0.91145
S 0.07214 -2.37078 0.85817
H -1.80986 -2.38854 -1.50854
H -1.05106 -3.91106 -1.23509
H -0.56553 -2.63636 -2.70762
H 1.08346 -2.65417 -1.18739
H 0.47623 -1.04488 -1.15382
H -0.58447 -3.58534 0.87460
*
```

***

# 17
Here is an isolated ion of composition C3H8OS2 and charge -1 from OMol25. Energies are from wB97M-V/def2-TZVPD.

Values from the calculation:
**Frontier orbital gap (spin up / spin down)**: 2.8 / 7.5 eV
**HOMO (spin up / spin down)**: 0.504 / -4.208 eV
**LUMO energy (spin up / spin down)**: 3.298 / 3.271 eV
**⟨S²⟩**: 0.7524
**Relative energy (zero: lowest compared OMol25 entry of this formula, charge and spin)**: 12.3 kcal/mol

```
! wB97M-V def2-TZVPD RIJCOSX def2/J DEFGRID3
* xyz -1 2
C -0.12110 -0.34024 -0.90437
C 0.90398 -1.09465 -0.08787
O 1.79385 -0.17092 0.49936
C -1.45503 -0.03827 -0.22616
S -1.30778 0.70156 1.44411
S -0.82916 2.74736 1.37407
H -0.32982 -0.78697 -1.88559
H 0.35284 0.57773 -1.25709
H 0.44258 -1.72675 0.68306
H 1.44347 -1.79462 -0.73750
H 2.64463 -0.52553 0.75578
H -1.93448 -1.01157 -0.01051
H -2.12370 0.54632 -0.86813
H 0.51972 2.91655 1.22082
*
```

***

# 18
Here is a 2-piece molecular cluster, C3H8OS2 overall from OMol25. Energies are from wB97M-V/def2-TZVPD.

Values from the calculation:
**Frontier orbital gap**: 9.3 eV
**HOMO**: -9.159 eV
**LUMO energy**: 0.136 eV
**Relative energy (zero: lowest compared OMol25 entry of this formula, charge and spin)**: 33.0 kcal/mol

```
! wB97M-V def2-TZVPD RIJCOSX def2/J DEFGRID3
* xyz 0 1
C -1.02346 1.31742 0.32411
C 3.12208 -0.96411 -0.33434
C -2.44861 0.93095 0.42977
O -4.42521 -0.61732 -0.03991
S 1.56744 -1.71606 0.25097
S -2.99210 -0.43847 -0.28509
H -0.92362 2.31659 -0.10800
H -0.56038 1.34558 1.31351
H -0.48451 0.60268 -0.29454
H 3.77998 -0.90616 0.52626
H 2.92709 0.03075 -0.72048
H 3.56638 -1.59429 -1.09677
H 1.02273 -1.86322 -0.95502
H -3.12780 1.55567 0.98954
*
```